Here is a 12-piece molecular cluster, C64H122BF3O6P2 overall from the OMol25 dataset. Energies are from the ωB97M-V functional and the def2-TZVPD basis.

Geometry (Å):
C1 -7.02863 -3.76610 0.61304
C2 -5.88832 -2.82718 0.63085
C3 -4.84918 -3.17288 1.76708
C4 -3.77304 -2.05671 2.16520
P1 -2.69318 -2.30270 3.75138
C5 -2.06048 -3.99978 3.87313
C6 -3.15961 -5.20093 4.27751
C7 -2.46545 -6.58260 4.30850
C8 -1.96237 -7.10352 2.94109
C9 -1.39172 -0.99246 4.02836
C10 -0.44215 -1.25739 5.22142
C11 0.94873 -1.83389 4.74698
C12 2.07742 -1.64486 5.89244
C13 -3.96444 -2.22223 5.05481
C14 -3.47088 -2.20340 6.54354
C15 -4.63639 -2.18712 7.55645
C16 -4.31851 -1.24254 8.68500
H1 -7.53905 -3.49510 -0.31115
H2 -7.67590 -3.62857 1.47919
H3 -6.81539 -4.83222 0.53547
H4 -6.16850 -1.77395 0.64760
H5 -5.46334 -3.08777 -0.33848
H6 -4.28460 -4.06537 1.49725
H7 -5.45421 -3.52810 2.60126
H8 -4.27420 -1.09012 2.21664
H9 -3.05806 -2.13214 1.34593
H10 -1.23439 -3.96407 4.58335
H11 -1.65234 -4.28053 2.90220
H12 -3.97647 -5.21683 3.55599
H13 -3.60234 -5.04758 5.26167
H14 -3.23170 -7.29124 4.62281
H15 -1.74540 -6.45503 5.11681
H16 -1.59128 -8.12778 2.90536
H17 -1.33328 -6.36654 2.44188
H18 -2.81261 -7.05050 2.26110
H19 -1.94527 -0.05416 4.06414
H20 -0.91902 -0.86573 3.05440
H21 -0.84212 -1.94057 5.97068
H22 -0.26620 -0.31583 5.74162
H23 1.11560 -1.43144 3.74783
H24 0.77244 -2.89827 4.59171
H25 2.14620 -0.65239 6.33782
H26 3.06281 -2.03250 5.63391
H27 1.71023 -2.25338 6.71886
H28 -4.66685 -3.04881 4.94760
H29 -4.55724 -1.32215 4.89190
H30 -3.03751 -1.22105 6.73135
H31 -2.86105 -3.06206 6.82446
H32 -4.92109 -3.19093 7.87176
H33 -5.56816 -1.86455 7.09185
H34 -4.12912 -0.25633 8.26118
H35 -3.40864 -1.48054 9.23599
H36 -5.14522 -1.23265 9.39532
C17 0.76634 -1.96322 -3.86308
C18 1.34861 -0.55786 -4.02409
C19 2.00536 0.21027 -2.86034
C20 1.14935 0.45139 -1.58719
P2 1.99390 1.03339 0.00782
C21 3.82837 0.75894 -0.20073
C22 4.21500 -0.71127 0.07637
C23 5.71036 -0.91095 -0.06613
C24 6.08466 -2.36604 0.25561
C25 2.16775 2.89421 -0.01427
C26 2.73633 3.65962 -1.27307
C27 2.59344 5.16841 -1.14678
C28 3.49788 5.99800 -2.03702
C29 1.37496 0.44524 1.55651
C30 1.70700 1.26954 2.83755
C31 0.44153 2.09428 3.22218
C32 0.41806 2.75111 4.61775
H37 0.33509 -2.21807 -4.83116
H38 0.01361 -2.08149 -3.08365
H39 1.38309 -2.84887 -3.71031
H40 0.53857 0.04793 -4.43024
H41 1.94857 -0.68389 -4.92535
H42 2.29639 1.19766 -3.21878
H43 2.82806 -0.42482 -2.53184
H44 0.66558 -0.49220 -1.33481
H45 0.39653 1.18826 -1.86718
H46 4.35412 1.43229 0.47624
H47 4.00520 1.03313 -1.24076
H48 3.67032 -1.35330 -0.61588
H49 3.85382 -0.93290 1.08063
H50 6.28189 -0.18324 0.50998
H51 5.95890 -0.80444 -1.12206
H52 5.62401 -3.11059 -0.39365
H53 5.91814 -2.65748 1.29265
H54 7.15095 -2.35799 0.02966
H55 2.70188 3.14655 0.90177
H56 1.14322 3.19578 0.20370
H57 2.16127 3.33932 -2.14187
H58 3.80058 3.44169 -1.36238
H59 2.90565 5.49034 -0.15330
H60 1.53506 5.42736 -1.17626
H61 4.57196 5.88956 -1.88643
H62 3.19764 7.00541 -1.74879
H63 3.32649 5.82406 -3.09931
H64 1.77017 -0.54872 1.76616
H65 0.32889 0.13901 1.56355
H66 2.56162 1.93929 2.74181
H67 1.94235 0.55727 3.62836
H68 -0.48724 1.52842 3.14948
H69 0.33486 2.85084 2.44478
H70 1.39210 3.23773 4.66823
H71 0.33873 1.99662 5.40041
H72 -0.43526 3.41654 4.74867
B1 -1.73215 1.70312 0.35908
H73 -1.98144 0.96960 1.11011
H74 -1.80214 2.69972 0.76668
H75 -0.74728 1.57003 -0.06110
H76 -2.41236 1.57464 -0.46860
C33 0.59318 -3.38779 0.73114
O1 -0.32836 -2.46567 0.94627
H77 0.75426 -4.06105 1.57308
H78 0.37056 -4.00734 -0.13760
H79 1.56142 -2.97536 0.44741
C34 -3.37374 2.22100 5.67147
C35 -3.52799 2.47166 4.16075
O2 -3.83603 1.46612 3.22761
H80 -4.34185 1.84190 5.99880
H81 -3.05668 3.05834 6.29311
H82 -2.67232 1.38667 5.66662
H83 -2.80778 3.19543 3.77923
H84 -4.35936 3.17634 4.14193
C36 -3.41771 -1.59308 -5.98849
C37 -3.42196 -2.01559 -4.48988
O3 -3.78973 -0.94042 -3.66469
H85 -3.13905 -2.40994 -6.65422
H86 -2.67338 -0.80045 -6.06464
H87 -4.27516 -1.01424 -6.33173
H88 -2.46205 -2.49224 -4.29123
H89 -4.10723 -2.82418 -4.23556
C38 -1.93836 5.93192 2.88116
C39 -0.85379 5.41722 1.93083
O4 0.28548 5.12846 2.37124
C40 -1.17046 5.39340 0.47593
H90 -2.97220 5.66277 2.66475
H91 -2.04320 6.98042 3.15998
H92 -1.55357 5.54197 3.82349
H93 -1.44262 6.39821 0.15282
H94 -2.01989 4.74270 0.26818
H95 -0.28519 5.15862 -0.11507
C41 -0.75809 -6.01194 -3.85205
C42 -1.18024 -6.63084 -5.16077
O5 -0.29384 -6.96176 -6.00218
C43 -2.61130 -6.93682 -5.27444
H96 -0.05997 -5.19719 -4.04417
H97 -0.20108 -6.64608 -3.16234
H98 -1.52561 -5.52108 -3.25366
H99 -3.04158 -5.93718 -5.33505
H100 -2.92615 -7.50294 -4.39781
H101 -3.01310 -7.42947 -6.15985
C44 4.61865 4.57434 3.49440
C45 5.51280 4.91527 2.38699
O6 5.75047 4.11181 1.48642
C46 6.13642 6.29773 2.26585
H102 3.61531 4.87084 3.18865
H103 5.05842 5.07074 4.35944
H104 4.62206 3.49404 3.63948
H105 5.52626 6.90726 1.59931
H106 7.12236 6.20660 1.81010
H107 6.26441 6.84172 3.20169
F1 1.25758 4.63421 -5.76347
C47 0.26165 4.05831 -5.05677
C48 -0.51882 3.05776 -5.58397
C49 -1.40763 2.36797 -4.81958
C50 -1.66540 2.79756 -3.47677
C51 -0.87051 3.75040 -2.86271
C52 0.09401 4.42249 -3.69003
H108 -0.30738 2.70853 -6.58384
H109 -1.94885 1.48878 -5.13660
H110 -2.37957 2.22362 -2.90497
H111 -0.84707 4.01076 -1.81483
H112 0.72058 5.19839 -3.27555
F2 6.06802 3.64754 -2.81419
C53 5.63300 2.60481 -3.50699
C54 6.25530 1.37564 -3.38059
C55 5.68636 0.25070 -4.11416
C56 4.69558 0.42628 -5.04830
C57 4.15187 1.77061 -5.28885
C58 4.60184 2.83889 -4.42288
H113 7.07772 1.13443 -2.72344
H114 5.93490 -0.72657 -3.72742
H115 4.32432 -0.43117 -5.58993
H116 3.33783 1.89046 -5.98840
H117 4.20065 3.83570 -4.53158
F3 2.03935 -2.26927 -8.96322
C59 1.17488 -1.24641 -9.05229
C60 0.37591 -0.83368 -7.99527
C61 -0.44561 0.24010 -8.20908
C62 -0.62169 0.84837 -9.42682
C63 0.29746 0.56417 -10.37177
C64 1.21351 -0.47042 -10.17764
H118 0.36025 -1.51156 -7.15466
H119 -1.20768 0.51997 -7.49681
H120 -1.36266 1.62798 -9.52475
H121 0.35283 1.16385 -11.26827
H122 1.93045 -0.88697 -10.86965

Computed properties:
total charge	-2
HOMO-LUMO gap	3.93	eV

Here is C22H18NPRuSSe2 as an isolated structure from the OMol25 dataset. Energies are from the ωB97M-V functional and the def2-TZVPD basis.

Geometry (Å):
Ru1 -1.54962 -1.03085 0.16134
Se1 0.95855 -0.68774 0.14491
P1 0.50239 1.40433 0.48085
Se2 -1.63539 1.66185 0.59952
C1 1.32948 2.02281 1.97811
C2 2.65942 1.68066 2.21278
C3 3.31305 2.16212 3.33436
C4 2.63912 2.97714 4.23523
C5 1.31137 3.30599 4.01224
C6 0.65459 2.82894 2.88575
C7 1.21564 2.41858 -0.85313
C8 2.52387 2.17566 -1.26696
C9 3.09132 2.94530 -2.26810
C10 2.35250 3.95545 -2.87146
C11 1.04714 4.19129 -2.47063
C12 0.47701 3.42406 -1.46326
H1 3.17786 1.01490 1.53377
H2 4.34561 1.89145 3.51268
H3 3.14912 3.34789 5.11506
H4 0.77965 3.93042 4.71845
H5 -0.38441 3.07767 2.71175
H6 3.09304 1.36669 -0.82587
H7 4.10719 2.74982 -2.58602
H8 2.79412 4.55150 -3.65972
H9 0.46527 4.97129 -2.94444
H10 -0.54426 3.60058 -1.15123
S1 -6.03801 -1.08333 1.03408
C13 -5.77812 -0.54729 -0.56982
C14 -4.45354 -0.54338 -0.84641
N1 -3.65287 -0.95686 0.19207
C15 -4.35938 -1.26601 1.24452
H11 -6.59108 -0.26790 -1.21728
H12 -3.99148 -0.24885 -1.77460
H13 -3.91523 -1.61652 2.16186
C16 -1.29553 -2.69201 -0.00688
C17 -0.85184 -3.92414 -0.61930
C18 -1.09363 -4.10732 -1.98301
C19 -0.50170 -5.16250 -2.65546
C20 0.34827 -6.03051 -1.98146
C21 0.58014 -5.86379 -0.62230
C22 -0.03262 -4.82753 0.06222
H14 -1.74557 -3.41328 -2.49692
H15 -0.68725 -5.29733 -3.71317
H16 0.82793 -6.84036 -2.51593
H17 1.23253 -6.54670 -0.09397
H18 0.12532 -4.70219 1.12578

Computed properties:
HOMO-LUMO gap (spin up / spin down)	7.09 / 7.10	eV

Here is a 3-piece molecular cluster, C2H7BrNO3 overall from the OMol25 dataset. Energies are from the ωB97M-V functional and the def2-TZVPD basis.

Geometry (Å):
Br1 -1.78483 -0.06711 3.76780
C1 -1.83438 2.85941 -0.71922
O1 -1.30149 1.61227 -0.72764
H1 -1.31469 3.33697 0.11141
H2 -1.52016 3.42309 -1.59766
H3 -2.91501 2.98768 -0.65702
H4 -1.45556 1.30786 0.16968
C2 1.63567 -1.57898 -0.00235
N1 1.83433 -3.06430 -0.03115
O2 0.82847 -3.71485 -0.11225
O3 2.97171 -3.52586 0.01559
H5 2.55699 -1.05888 0.25990
H6 0.81645 -1.15938 0.58154
H7 1.48250 -1.35792 -1.05865

Computed properties:
total charge	-1
HOMO-LUMO gap	6.51	eV

Here is the molecule C3H4N2O2 from the OMol25 dataset. Energies are from the ωB97M-V functional and the def2-TZVPD basis.

Geometry (Å):
C1 1.69852 -0.02259 -0.00028
C2 0.15141 -0.15632 0.06774
C3 -0.75780 1.05861 -0.05423
H1 1.99359 -0.54386 0.86305
H2 1.79482 0.85909 0.07659
H3 2.16314 -0.73143 -0.63167
H4 -2.42174 -1.21465 -0.45515
N1 -0.49889 -1.21119 -0.07372
N2 -1.78476 -0.77299 0.16952
O1 -1.89853 0.54880 0.02864
O2 -0.43975 2.18654 0.00952

Computed properties:
SMILES string	Cc1n[nH]oc1=O
HOMO-LUMO gap	10.48	eV